Entry 1:
Computed, not measured: a molecular structure, C3H7I2N in a non-equilibrium geometry, with ωB97M-V/def2-TZVPD.

Cartesian coordinates (Å):
C (0.78862, -0.51141, -1.82007)
C (0.34290, 0.44312, 1.85339)
C (-0.55267, -0.07761, -1.39440)
N (-0.58357, -0.59157, 1.39027)
I (-1.07670, 1.87363, -1.00866)
I (-2.56780, -0.32074, 1.58481)
H (0.78612, -0.42110, -2.99630)
H (1.56383, 0.10938, -1.17543)
H (0.83953, -1.50837, -1.36156)
H (0.18923, 1.33412, 1.27920)
H (0.24073, 0.55098, 2.97215)
H (1.28924, -0.02472, 1.76414)
H (-1.25945, -0.85571, -1.08753)

Properties
* energy relative to the best compared isomer or geometry (same formula, charge and spin): 61.3 kcal per mole
* total charge: 0
* total energy: -20911.0697 eV
* Kohn-Sham gap (alpha / beta): 8.8508 / 7.0811 eV
* multiplicity: 1


Entry 2:
Computed, not measured: C2H3N2OP in the gas phase in a non-equilibrium geometry, with ωB97M-V/def2-TZVPD.

Cartesian coordinates (Å):
O (0.71433, -0.59087, 2.33882)
C (0.68089, -1.53507, 1.59444)
N (0.24884, -1.61540, 0.24272)
N (-0.07290, -0.59131, -0.36166)
C (-0.52252, 0.41481, -0.77806)
P (-0.36132, 1.63538, -1.99993)
H (1.04845, -2.46721, 2.06177)
H (-0.08918, 2.70397, -1.14123)
H (-1.64659, 2.04569, -1.95687)

Properties
* energy relative to the best compared isomer or geometry (same formula, charge and spin): 67.1 kcal per mole
* total charge: 0
* total energy: -16435.5360 eV
* Kohn-Sham gap: 9.2172 eV
* multiplicity: 1


Entry 3:
Computed, not measured: a molecular structure, C14H27N9O4PrS in a non-equilibrium geometry, with ωB97M-V/def2-TZVPD.

Cartesian coordinates (Å):
Pr (0.12374, 1.21221, -1.08501)
N (2.88691, 1.17475, -1.78396)
C (3.30788, 0.43059, -0.54607)
C (4.25152, -0.75476, -0.81081)
C (4.08789, -1.98894, 0.09243)
C (4.35236, -1.72221, 1.59526)
N (3.40282, -2.37326, 2.50032)
C (3.47039, -3.64045, 2.90467)
N (4.36268, -4.47109, 2.37902)
N (2.62041, -4.08395, 3.83168)
C (1.91261, 0.10869, -0.00953)
O (1.20080, -0.72603, -0.63037)
O (1.38496, 0.94855, 0.77312)
H (2.92848, 0.51209, -2.55339)
H (3.59207, 1.86872, -2.00871)
H (3.76774, 1.15178, 0.12670)
H (5.27985, -0.39944, -0.72817)
H (4.11817, -1.09145, -1.84087)
H (4.80044, -2.72784, -0.27800)
H (3.09147, -2.41218, -0.03089)
H (4.30105, -0.65631, 1.81113)
H (5.35724, -2.04234, 1.87315)
H (2.66056, -1.80705, 2.87699)
H (5.00261, -4.18001, 1.66011)
H (4.48727, -5.39842, 2.75141)
H (2.00364, -3.45799, 4.31984)
H (2.68589, -5.01989, 4.19594)
N (1.20720, 3.72061, -0.52910)
N (0.33559, 4.74497, -0.12118)
C (-0.87608, 4.48263, 0.39511)
N (-1.54950, 5.48251, 0.93469)
S (-1.56375, 2.92208, 0.37239)
H (1.78023, 3.43741, 0.26177)
H (1.81486, 4.11696, -1.23507)
H (0.72647, 5.66901, 0.00167)
H (-1.20264, 6.42824, 1.00130)
H (-2.47542, 5.31012, 1.28913)
O (-6.99407, 2.57792, -0.92828)
C (-7.38257, 1.23293, -0.93647)
N (-6.21166, 0.49713, -1.39894)
C (-5.44463, -0.22817, -0.60811)
O (-5.68088, -0.56186, 0.55151)
C (-4.13121, -0.73930, -1.13838)
C (-3.95222, -2.10103, -1.43613)
C (-2.69764, -2.49907, -1.85911)
C (-1.65907, -1.58058, -1.88555)
N (-1.80826, -0.26690, -1.53991)
C (-3.04722, 0.12961, -1.19077)
H (-7.77711, 3.14092, -0.87379)
H (-8.20891, 1.05207, -1.62440)
H (-7.63910, 0.86783, 0.06165)
H (-5.86173, 0.74577, -2.31586)
H (-4.78008, -2.79429, -1.37016)
H (-2.51785, -3.52202, -2.15763)
H (-0.66468, -1.89433, -2.17433)
H (-3.17954, 1.17503, -0.93205)

Properties
* energy relative to the best compared isomer or geometry (same formula, charge and spin): 14.7 kcal per mole
* total charge: +3
* total energy: -61440.8566 eV
* Kohn-Sham gap (alpha / beta): 7.3584 / 7.6408 eV
* expectation value of S²: 2.002
* multiplicity: 3


Entry 4:
Computed, not measured: C24H31N5O4S2 in the gas phase in a non-equilibrium geometry, with ωB97M-V/def2-TZVPD.

Cartesian coordinates (Å):
C (-5.60546, -1.66986, 3.99716)
C (-4.33312, -1.88999, 3.26175)
C (-3.14909, -1.22077, 3.35643)
C (-2.23306, -1.82209, 2.44636)
C (-0.86656, -1.42979, 2.23367)
N (-0.06940, -2.19690, 1.58051)
N (1.20545, -1.79873, 1.33168)
C (1.65857, -0.54568, 1.07319)
N (2.83396, -0.41805, 0.60282)
C (3.43416, 0.74498, 0.20314)
C (4.81257, 0.86816, 0.42639)
C (5.48683, 1.99506, 0.00893)
C (4.79484, 3.00078, -0.64323)
S (5.65190, 4.43957, -1.24000)
O (7.00415, 4.43578, -0.74645)
O (4.86198, 5.61638, -1.02110)
N (5.62117, 4.12617, -2.90490)
C (6.57790, 3.09073, -3.26696)
C (6.97081, 3.22826, -4.73374)
O (7.59460, 4.46316, -5.01612)
C (7.13313, 5.53798, -4.21166)
C (5.70119, 5.31208, -3.74088)
C (3.44030, 2.89180, -0.89381)
C (2.75741, 1.76757, -0.47635)
S (0.53998, 0.78063, 1.49681)
C (-0.38607, -0.12047, 2.79038)
C (-2.92207, -2.85410, 1.82058)
C (-2.45022, -3.80560, 0.78285)
N (-4.18475, -2.88386, 2.32546)
C (-5.21725, -3.78786, 1.89973)
C (-6.02713, -3.24504, 0.71456)
C (-6.84468, -4.33090, -0.01615)
C (-8.15827, -3.62085, -0.37992)
C (-7.95167, -2.19594, 0.16097)
O (-6.97797, -2.30382, 1.17313)
H (-5.82169, -2.50499, 4.66543)
H (-5.52399, -0.76690, 4.59528)
H (-6.43313, -1.56197, 3.29865)
H (-2.95209, -0.40515, 4.02300)
H (1.78304, -2.54241, 0.95770)
H (5.32439, 0.07158, 0.94315)
H (6.54373, 2.12153, 0.18344)
H (6.11321, 2.11585, -3.09028)
H (7.47246, 3.17393, -2.63610)
H (7.69287, 2.45356, -5.00486)
H (6.07480, 3.10629, -5.36073)
H (7.78258, 5.65048, -3.33154)
H (7.20973, 6.43804, -4.82710)
H (5.03388, 5.18558, -4.60071)
H (5.35038, 6.15203, -3.14128)
H (2.94122, 3.69766, -1.40756)
H (1.70412, 1.66066, -0.68813)
H (0.29324, -0.28097, 3.63110)
H (-1.19757, 0.53701, 3.08556)
H (-2.34527, -4.80939, 1.19675)
H (-3.14001, -3.85227, -0.05900)
H (-1.47383, -3.48043, 0.43846)
H (-4.75693, -4.73493, 1.60884)
H (-5.90478, -3.96428, 2.72943)
H (-5.34676, -2.74767, 0.00319)
H (-6.31453, -4.69872, -0.89198)
H (-7.03030, -5.17017, 0.65342)
H (-9.00451, -4.09615, 0.11293)
H (-8.34312, -3.61250, -1.45161)
H (-7.58859, -1.53186, -0.63704)
H (-8.84668, -1.76223, 0.60637)

Properties
* energy relative to the best compared isomer or geometry (same formula, charge and spin): 69.7 kcal per mole
* total charge: 0
* total energy: -62700.4354 eV
* Kohn-Sham gap: 8.0071 eV
* multiplicity: 1


Entry 5:
Computed, not measured: a molecular structure, C2H3F2IO2 in a non-equilibrium geometry, with ωB97M-V/def2-TZVPD.

Cartesian coordinates (Å):
C (-1.50354, -0.35710, 0.05427)
C (0.81936, 0.61783, 0.03248)
O (-0.70637, 0.69835, 0.52088)
O (1.25503, -0.55657, 0.40651)
F (1.42570, 1.65945, 0.58132)
F (0.81845, 0.81535, -1.28833)
I (3.09339, -1.04574, -0.15593)
H (-1.48589, -0.42783, -1.03700)
H (-2.50454, -0.09188, 0.38698)
H (-1.21159, -1.31185, 0.49882)

Properties
* energy relative to the best compared isomer or geometry (same formula, charge and spin): 11.6 kcal per mole
* total charge: 0
* total energy: -19751.6595 eV
* Kohn-Sham gap: 8.8837 eV
* multiplicity: 1


Entry 6:
Computed, not measured: C4H6O2 in the gas phase in a non-equilibrium geometry, with ωB97M-V/def2-TZVPD.

Cartesian coordinates (Å):
C (1.39121, 0.28422, -0.96713)
C (0.51820, 0.71937, 0.30196)
O (0.75144, 1.78408, 0.78585)
C (-0.77368, -0.21666, 1.15460)
C (-1.53728, -0.70875, -0.00665)
O (-0.95547, -1.01618, -1.02322)
H (0.81369, 0.16745, -1.88907)
H (1.94014, -0.65578, -0.83217)
H (2.13835, 1.07893, -1.14331)
H (-0.15173, -0.93781, 1.67861)
H (-1.48908, 0.16335, 1.94061)
H (-2.64578, -0.66224, -0.00008)

Properties
* energy relative to the best compared isomer or geometry (same formula, charge and spin): 51.6 kcal per mole
* total charge: 0
* total energy: -8338.2216 eV
* Kohn-Sham gap: 10.1940 eV
* multiplicity: 1


Entry 7:
Computed, not measured: a molecular structure, C52H60FLaN4O2P4S in a non-equilibrium geometry, with ωB97M-V/def2-TZVPD.

Cartesian coordinates (Å):
La (0.82088, -0.40615, -0.08911)
C (5.26924, -1.41839, -3.59551)
C (5.22622, -0.51038, -2.55155)
C (4.61813, -0.85266, -1.35653)
C (4.04124, -2.11079, -1.20038)
C (4.11208, -3.03193, -2.24123)
C (4.72759, -2.68320, -3.43101)
P (3.15272, -2.46789, 0.36516)
C (4.30217, -3.62423, 1.20078)
C (3.78117, -4.48984, 2.16077)
C (4.60787, -5.34158, 2.86555)
C (5.97463, -5.31786, 2.64108)
C (6.50365, -4.45096, 1.69918)
C (5.67539, -3.60390, 0.98282)
C (1.81185, -3.55404, -0.27240)
C (1.96563, -4.91635, -0.50620)
C (0.91147, -5.63860, -1.03794)
C (-0.28033, -4.99255, -1.31800)
C (-0.42317, -3.63204, -1.07429)
C (0.61439, -2.84934, -0.54279)
H (5.72032, -1.14440, -4.53828)
H (5.65623, 0.47250, -2.66917)
H (4.58701, -0.14154, -0.54259)
H (3.68044, -4.01512, -2.13203)
H (4.77692, -3.40114, -4.23385)
H (2.71076, -4.50873, 2.33345)
H (4.19460, -6.02266, 3.59550)
H (6.62411, -5.97028, 3.20275)
H (7.56867, -4.43271, 1.52629)
H (6.09682, -2.93483, 0.24608)
H (2.90483, -5.40563, -0.28282)
H (1.02671, -6.69342, -1.24023)
H (-1.10509, -5.55201, -1.73728)
H (-1.38250, -3.18122, -1.31605)
C (-5.18044, 4.92719, -1.83885)
S (-3.89274, 5.88748, -0.99177)
C (-2.53819, 5.85973, -2.22813)
C (-1.40201, 4.91627, -1.84291)
C (-1.94369, 3.50464, -1.61837)
N (-0.96218, 2.49655, -1.21503)
P (-0.04192, 2.51041, 0.26350)
C (1.09104, 3.93029, 0.04587)
C (1.89063, 3.94288, -1.09561)
C (2.79207, 4.96968, -1.30154)
C (2.93775, 5.96539, -0.34713)
C (2.18758, 5.92603, 0.81685)
C (1.26924, 4.91087, 1.01988)
C (-1.08542, 3.17677, 1.63416)
C (-1.91870, 4.28971, 1.60386)
C (-2.57734, 4.70266, 2.75144)
C (-2.39866, 4.03317, 3.94832)
C (-1.54402, 2.94336, 4.00129)
C (-0.89911, 2.51863, 2.85386)
P (-0.94733, 0.99008, -2.04726)
C (-0.68489, 1.41895, -3.79674)
C (0.04494, 2.53560, -4.18938)
C (0.26500, 2.78317, -5.53264)
C (-0.21528, 1.90459, -6.49053)
C (-0.91403, 0.77102, -6.10299)
C (-1.13660, 0.51952, -4.76332)
C (-2.70559, 0.43346, -2.13261)
C (-3.66582, 0.97324, -2.98504)
C (-4.96001, 0.48414, -2.98027)
C (-5.31313, -0.55896, -2.13912)
C (-4.36087, -1.12485, -1.30723)
C (-3.06467, -0.63543, -1.31507)
H (-6.05353, 4.96689, -1.19640)
H (-4.86810, 3.89467, -1.97417)
H (-5.41131, 5.38947, -2.79300)
H (-2.16622, 6.88082, -2.29788)
H (-2.97819, 5.57507, -3.18192)
H (-0.90555, 5.29303, -0.94774)
H (-0.66770, 4.91209, -2.65033)
H (-2.38063, 3.16975, -2.56253)
H (-2.75025, 3.54741, -0.87689)
H (1.81368, 3.13074, -1.80706)
H (3.39269, 4.99341, -2.19888)
H (3.64174, 6.76761, -0.50289)
H (2.31598, 6.68654, 1.57239)
H (0.69449, 4.89012, 1.93441)
H (-2.05729, 4.87220, 0.71183)
H (-3.21695, 5.56948, 2.69652)
H (-2.90176, 4.36664, 4.84115)
H (-1.37015, 2.43806, 4.94048)
H (-0.19694, 1.69091, 2.90171)
H (0.43268, 3.21236, -3.44320)
H (0.81410, 3.66315, -5.83212)
H (-0.04259, 2.09900, -7.53715)
H (-1.28833, 0.08296, -6.84599)
H (-1.67608, -0.36811, -4.45841)
H (-3.40462, 1.75503, -3.68307)
H (-5.69637, 0.90974, -3.64639)
H (-6.31998, -0.94331, -2.15013)
H (-4.61877, -1.95582, -0.66549)
H (-2.30515, -1.11627, -0.70487)
O (2.11096, 0.42891, 2.20260)
H (2.23740, 1.32745, 1.85656)
H (3.01408, 0.07626, 2.20654)
O (-1.93333, 0.26916, 1.34629)
H (-2.69733, 0.37984, 0.76232)
H (-2.01274, 0.95378, 2.03117)
F (2.35462, 0.89197, -0.42426)
C (-2.23571, -4.57429, 3.95914)
N (-0.73250, -4.45921, 3.73522)
C (-0.17901, -3.55685, 4.83070)
N (-0.84371, -2.31213, 4.83822)
C (-2.27066, -2.48567, 5.04473)
N (-2.84347, -3.30076, 3.98814)
C (-2.86028, -2.63089, 2.70440)
P (-1.14733, -2.18814, 2.06467)
C (-0.43508, -3.90774, 2.39629)
C (-0.53971, -1.48078, 3.69288)
H (-2.38521, -5.07259, 4.92275)
H (-2.65949, -5.17697, 3.15188)
H (-0.31243, -5.38880, 3.81736)
H (0.89287, -3.42685, 4.65962)
H (-0.33414, -4.07080, 5.78345)
H (-2.75666, -1.51127, 5.06155)
H (-2.44035, -2.97458, 6.00795)
H (-3.45555, -1.71884, 2.79054)
H (-3.34367, -3.28103, 1.96899)
H (0.64891, -3.83431, 2.26633)
H (-0.80649, -4.59570, 1.63028)
H (-1.00473, -0.50561, 3.84030)
H (0.54359, -1.32955, 3.63377)

Properties
* energy relative to the best compared isomer or geometry (same formula, charge and spin): 42.6 kcal per mole
* total charge: +2
* total energy: -116510.5939 eV
* Kohn-Sham gap: 7.8391 eV
* multiplicity: 1


Entry 8:
Computed, not measured: a molecular structure, C46H31CaCl2N9O6S2 in a non-equilibrium geometry, with ωB97M-V/def2-TZVPD.

Cartesian coordinates (Å):
Ca (0.64683, 1.68211, -0.22094)
Cl (-1.77187, 2.34057, -6.67154)
C (-1.65244, 2.56626, -4.93879)
C (-0.40749, 2.46354, -4.34147)
C (-0.23233, 2.63448, -2.96440)
N (0.99566, 2.43629, -2.30516)
C (2.15168, 2.29877, -2.95148)
O (2.43461, 2.49992, -4.14317)
C (3.28958, 1.81554, -2.05085)
C (4.32077, 1.09244, -2.64435)
C (5.36990, 0.66339, -1.85555)
C (5.36672, 0.98526, -0.50346)
C (4.29479, 1.69103, 0.00223)
N (3.26207, 2.10443, -0.74337)
C (-1.37794, 2.92755, -2.15624)
C (-2.62111, 3.02463, -2.79574)
C (-2.75973, 2.84671, -4.16340)
Cl (-4.35075, 2.99778, -4.87044)
N (-1.18876, 3.05979, -0.76014)
C (-2.11761, 3.66612, -0.02237)
O (-3.20317, 4.18135, -0.34111)
C (-1.80871, 3.73943, 1.46586)
C (-2.88399, 3.81384, 2.35262)
C (-2.63373, 3.98524, 3.69587)
C (-1.31346, 4.10562, 4.12103)
C (-0.31385, 4.00707, 3.17283)
N (-0.54195, 3.80526, 1.86867)
H (0.45712, 2.25386, -4.94991)
H (4.26225, 0.89414, -3.70551)
H (6.17717, 0.07751, -2.28023)
H (6.15973, 0.65683, 0.15712)
H (4.23231, 1.91492, 1.06131)
H (-3.49493, 3.24072, -2.20733)
H (-3.88507, 3.73851, 1.95436)
H (-3.45290, 4.03630, 4.40474)
H (-1.06020, 4.25598, 5.16327)
H (0.72579, 4.09037, 3.47126)
C (-2.71468, -5.87388, -2.99537)
O (-1.99247, -5.79879, -1.78214)
C (-0.64233, -5.67126, -1.87884)
C (0.08089, -5.91636, -3.03576)
C (1.46824, -5.76156, -3.02427)
C (2.13167, -5.32850, -1.89639)
C (1.39263, -5.11675, -0.72489)
C (0.02475, -5.28737, -0.71412)
N (3.57445, -5.26339, -1.93776)
N (4.20981, -4.31946, -1.41238)
C (3.62322, -3.09042, -1.00377)
C (4.08079, -2.61020, 0.20877)
C (3.49946, -1.53206, 0.86666)
C (2.41421, -0.83441, 0.31038)
O (1.82520, 0.13437, 0.88378)
C (2.00956, -1.24593, -1.03832)
N (1.04114, -0.48546, -1.62075)
C (0.68052, -0.74840, -2.85492)
C (1.31712, -1.73394, -3.62781)
C (2.29062, -2.50278, -3.05717)
C (2.62780, -2.32538, -1.69630)
H (-3.76547, -5.80384, -2.73176)
H (-2.53550, -6.81987, -3.51575)
H (-2.45486, -5.04550, -3.65956)
H (-0.41300, -6.22298, -3.94751)
H (2.04040, -5.94880, -3.92687)
H (1.89817, -4.79033, 0.17570)
H (-0.55905, -5.09422, 0.17922)
H (4.89034, -3.16154, 0.67804)
H (3.85758, -1.20849, 1.83742)
H (-0.10723, -0.13185, -3.27716)
H (1.04265, -1.85996, -4.66745)
H (2.82103, -3.23876, -3.64690)
O (-5.31745, -2.86862, 1.23853)
S (-5.21130, -1.48204, 0.85562)
O (-6.16863, -0.98365, -0.09326)
N (-3.68769, -1.12241, 0.40693)
C (-3.06496, -0.38242, 1.29900)
S (-1.44041, 0.07711, 1.26630)
C (-3.95554, 0.03779, 2.45453)
C (-3.64887, 0.83945, 3.53967)
C (-4.64233, 1.08511, 4.48175)
C (-5.91598, 0.53324, 4.34187)
C (-6.22079, -0.27263, 3.25130)
C (-5.22038, -0.49282, 2.32367)
H (-2.65345, 1.25849, 3.62729)
H (-4.42531, 1.71765, 5.33555)
H (-6.67538, 0.73589, 5.08842)
H (-7.20582, -0.70824, 3.12796)
C (2.46020, 2.12549, 5.50098)
C (1.43515, 1.39306, 4.92509)
C (1.22471, 1.49312, 3.55729)
N (1.96069, 2.27864, 2.76406)
C (2.94320, 2.97667, 3.33015)
C (3.23773, 2.93512, 4.68615)
H (2.65441, 2.06405, 6.56525)
H (0.80198, 0.74607, 5.51963)
H (0.43228, 0.92146, 3.08389)
H (3.52034, 3.61343, 2.66407)
H (4.05098, 3.52555, 5.08799)

Properties
* energy relative to the best compared isomer or geometry (same formula, charge and spin): 36.2 kcal per mole
* total charge: -2
* total energy: -139061.2924 eV
* Kohn-Sham gap: 6.1961 eV
* multiplicity: 1


What is the total energy in the fourth record?
-62700.4354 eV